Entry 1:
55
Properties=species:S:1:pos:R:3 method="wB97M-V/def2-TZVPD" smiles="CCN(CC)S(=O)(=O)c1ccc(Nc2ccc(-c3ccc4c(c3)OCCO4)nn2)cc1" de_lowest_kj_mol=433.2 lumo_energy_ha=0.01586 energy_ev=-48187.693 multiplicity=1 gap_ha=0.3040 homo_energy_ha=-0.288
C -4.794 -0.815 -2.277
C -6.214 -0.921 -1.737
N -6.364 -0.144 -0.520
C -7.698 0.344 -0.228
C -8.730 -0.761 -0.018
S -5.551 -0.804 0.802
O -5.394 -2.225 0.651
O -6.178 -0.317 1.999
C -3.949 -0.021 0.681
C -2.788 -0.770 0.730
C -1.555 -0.148 0.663
C -1.488 1.242 0.550
N -0.295 1.940 0.478
C 0.997 1.494 0.475
C 2.043 2.442 0.414
C 3.328 1.971 0.399
C 3.519 0.573 0.439
C 4.843 -0.049 0.421
C 4.996 -1.349 0.909
C 6.235 -1.949 0.926
C 7.353 -1.277 0.442
C 7.200 0.005 -0.097
C 5.954 0.613 -0.091
O 8.253 0.692 -0.648
C 9.370 -0.126 -0.916
C 9.658 -1.030 0.282
O 8.571 -1.899 0.509
N 2.479 -0.245 0.516
N 1.261 0.191 0.535
C -2.673 1.987 0.510
C -3.897 1.356 0.577
H -4.745 -1.265 -3.266
H -4.491 0.227 -2.346
H -4.102 -1.337 -1.623
H -6.450 -1.975 -1.551
H -6.919 -0.522 -2.471
H -7.608 0.930 0.688
H -7.999 1.006 -1.046
H -8.870 -1.344 -0.925
H -8.389 -1.420 0.777
H -9.685 -0.326 0.269
H -2.867 -1.842 0.820
H -0.640 -0.715 0.696
H -0.397 2.945 0.421
H 1.823 3.500 0.393
H 4.168 2.647 0.382
H 4.127 -1.866 1.280
H 6.372 -2.945 1.317
H 5.883 1.597 -0.525
H 10.206 0.545 -1.118
H 9.174 -0.750 -1.799
H 10.529 -1.662 0.103
H 9.831 -0.407 1.170
H -2.624 3.064 0.427
H -4.818 1.915 0.550

Entry 2:
56
Properties=species:S:1:pos:R:3 method="wB97M-V/def2-TZVPD" smiles="CCOc1ccc(C(=O)Nc2ccc(S(=O)(=O)Nc3nccc(C)n3)cc2)cc1OCC" de_lowest_kj_mol=142.1 lumo_energy_ha=0.01349 energy_ev=-50236.999 multiplicity=1 gap_ha=0.3207 homo_energy_ha=-0.307
C -2.283 -4.017 1.223
C -1.673 -2.654 1.508
O -2.301 -1.720 0.652
C -1.923 -0.420 0.707
C -0.882 0.077 1.474
C -0.558 1.424 1.442
C -1.285 2.295 0.647
C -1.016 3.756 0.659
O -1.889 4.595 0.718
N 0.309 4.125 0.681
C 1.407 3.346 0.324
C 1.324 2.458 -0.752
C 2.399 1.655 -1.070
C 3.551 1.737 -0.311
S 4.882 0.603 -0.625
O 6.127 1.167 -0.201
O 4.788 0.051 -1.939
N 4.571 -0.611 0.530
C 3.569 -1.515 0.337
N 3.675 -2.695 0.946
C 2.700 -3.557 0.718
C 1.623 -3.269 -0.103
C 1.583 -1.989 -0.657
C 0.472 -1.532 -1.542
N 2.556 -1.119 -0.421
C 3.674 2.647 0.719
C 2.605 3.467 1.030
C -2.359 1.813 -0.104
C -2.680 0.469 -0.096
O -3.686 -0.099 -0.803
C -4.540 0.734 -1.564
C -5.615 -0.149 -2.178
H -1.828 -4.768 1.861
H -2.123 -4.286 0.182
H -3.353 -3.990 1.408
H -1.842 -2.373 2.557
H -0.590 -2.675 1.323
H -0.308 -0.580 2.108
H 0.248 1.785 2.062
H 0.483 5.084 0.955
H 0.413 2.410 -1.328
H 2.373 0.960 -1.891
H 5.361 -0.940 1.062
H 2.800 -4.514 1.214
H 0.853 -3.997 -0.302
H -0.413 -2.150 -1.418
H 0.799 -1.591 -2.579
H 0.232 -0.495 -1.322
H 4.605 2.702 1.261
H 2.681 4.185 1.833
H -2.925 2.522 -0.686
H -4.997 1.496 -0.917
H -3.968 1.241 -2.353
H -5.157 -0.904 -2.812
H -6.294 0.455 -2.773
H -6.174 -0.650 -1.393

Entry 3:
58
Properties=species:S:1:pos:R:3 method="wB97M-V/def2-TZVPD" de_lowest_kj_mol=58.9 lumo_energy_ha=-0.11153 energy_ev=-55204.199 multiplicity=1 gap_ha=0.2944 homo_energy_ha=-0.406 charge=+1
Pd 0.379 0.938 0.429
C 3.158 4.189 0.906
C 2.347 5.284 0.666
C 1.012 5.075 0.364
C 0.518 3.783 0.322
N 1.312 2.725 0.586
C 2.601 2.925 0.857
C -0.859 3.456 -0.101
C -1.879 4.381 -0.219
C -3.112 3.959 -0.694
C -3.284 2.634 -1.046
C -2.226 1.756 -0.879
N -1.052 2.161 -0.410
H 4.208 4.300 1.127
H 2.750 6.287 0.698
H 0.363 5.908 0.140
H 3.188 2.040 1.054
H -1.721 5.411 0.062
H -3.927 4.663 -0.788
H -4.224 2.271 -1.435
H -2.291 0.711 -1.139
O -1.020 -3.672 0.483
C -2.262 -3.355 0.989
C -3.191 -4.366 1.205
C -4.430 -4.076 1.746
C -4.748 -2.769 2.086
C -3.817 -1.770 1.877
C -2.567 -2.033 1.313
C -1.644 -0.859 1.162
O -0.717 -0.919 0.242
O -1.815 0.122 1.873
H -0.907 -4.628 0.558
H -2.933 -5.388 0.952
H -5.141 -4.875 1.911
H -5.710 -2.534 2.520
H -4.026 -0.748 2.157
S 1.826 -0.188 1.848
C 3.045 -0.918 0.906
N 3.132 -0.971 -0.412
C 4.340 -1.671 -0.847
C 4.976 -2.141 0.479
N 4.096 -1.528 1.470
H 2.347 -0.714 -1.049
H 4.993 -0.994 -1.397
H 4.089 -2.504 -1.501
H 5.999 -1.786 0.592
H 4.973 -3.227 0.576
H 4.200 -1.615 2.466
N -0.862 -2.193 -2.308
C 0.542 -1.800 -2.604
C 0.518 -0.251 -2.586
O -0.540 0.241 -2.999
O 1.527 0.322 -2.126
H -1.060 -3.188 -2.376
H -1.449 -1.628 -2.936
H -1.045 -1.856 -1.332
H 0.824 -2.158 -3.593
H 1.194 -2.220 -1.843

- Which value of multiplicity does entry 1 give?
  1

- Look up the multiplicity of the second one.
  1

- Look up the multiplicity of the second one.
  1